C34H40N4O2PPt | ωB97M-V/def2-TZVPD

Output
E_tot = -2148.81545 a.u.
max |F| = 0.771 eV/A
LUMO energy = -10.61 eV
orbital gap = 0.2272 Ha
charge = +3

Structure (XYZ):
```
82
Properties=species:S:1:pos:R:3:forces:R:3
Pt -0.087 0.646 0.558 -0.4740 -0.6015 0.0873
P -0.236 -2.507 -0.081 0.1011 0.0026 -0.0936
O -2.301 -0.029 0.854 0.2247 0.1323 -0.0745
O -0.639 2.322 1.823 -0.0696 -0.0493 -0.0302
N 0.475 -0.968 -0.040 -0.0059 0.1678 0.3719
N -2.001 4.055 1.125 0.0448 0.0009 0.0179
N -1.650 2.290 -2.543 -0.0062 -0.0174 -0.0106
N -1.185 2.362 -0.291 0.1232 0.1394 -0.0185
C 3.092 2.974 -1.961 0.0079 0.0007 -0.0051
C 3.423 -4.214 0.190 0.0095 0.0276 -0.0225
C 3.973 4.223 -2.001 -0.0110 -0.0033 -0.0099
C 2.794 3.444 0.540 -0.0119 -0.0333 0.0479
C 3.752 1.836 -2.742 -0.0120 0.0128 -0.0112
C 1.841 -5.658 1.307 0.0191 0.0145 -0.0057
C -0.070 -3.520 -2.630 0.0148 0.0223 -0.0275
C -0.727 -2.624 -1.787 -0.0324 -0.0323 0.0564
C 2.384 1.258 -0.225 -0.0625 0.0465 0.0106
C 1.111 -3.581 0.341 -0.0705 -0.0232 0.0559
C -1.775 2.893 -1.370 0.0279 0.0752 0.0303
C -2.064 4.648 2.476 -0.0096 0.0075 0.0031
C -2.528 4.091 -1.199 0.0027 0.0069 -0.0190
C 2.115 1.821 2.196 -0.0338 0.0083 -0.0414
C -3.624 0.434 0.505 -0.0219 0.0818 -0.0515
C -1.280 2.935 0.921 0.0905 0.0599 0.0148
C -1.371 -2.518 2.407 0.0105 -0.0153 0.0405
C -2.399 -2.719 3.313 -0.0012 0.0060 0.0101
C -1.780 -1.833 -2.262 0.0300 -0.0192 0.0096
C -3.624 -3.218 2.872 -0.0077 -0.0035 -0.0146
C 2.739 2.555 -0.540 -0.0280 0.0175 0.0225
C -2.175 -1.951 -3.581 -0.0072 0.0084 -0.0102
C 1.999 0.860 1.113 0.1721 0.1569 -0.1041
C 3.136 -5.384 0.885 -0.0146 -0.0175 0.0125
C -0.478 -3.631 -3.952 0.0089 0.0032 0.0082
C 0.824 -4.757 1.043 0.0192 0.0058 0.0295
C -1.582 -2.793 1.051 0.0044 -0.0564 -0.0845
C 1.879 1.384 3.602 -0.0164 0.0133 -0.0014
C -1.522 -2.850 -4.424 -0.0074 0.0084 0.0037
C 2.500 3.092 1.869 0.0293 0.0475 -0.0663
C 2.415 -3.310 -0.091 -0.0009 -0.0149 -0.0162
C -2.802 -3.301 0.612 -0.0046 -0.0030 -0.0162
C -3.821 -3.518 1.532 -0.0123 0.0150 0.0260
C -2.612 4.625 0.041 0.0030 -0.0148 0.0122
H 3.094 0.978 -2.888 0.0084 -0.0051 0.0092
H -3.550 0.967 -0.439 0.0167 -0.0213 -0.0084
H 0.813 1.225 3.776 -0.0079 -0.0079 0.0099
H -2.838 5.409 2.479 0.0014 0.0011 -0.0048
H 4.661 1.498 -2.240 -0.0027 -0.0093 -0.0069
H 2.260 -0.153 1.411 -0.0642 -0.0120 -0.1269
H -4.419 -3.391 3.585 -0.0019 -0.0039 -0.0009
H 0.743 -4.130 -2.259 -0.0159 -0.0119 -0.0066
H -0.183 -4.969 1.380 0.0162 -0.0145 -0.0143
H 1.625 -6.572 1.843 -0.0008 -0.0004 0.0004
H -2.301 -1.162 -1.589 -0.0247 0.0362 0.0038
H -2.052 2.693 -3.375 -0.0045 -0.0049 0.0023
H 3.472 5.110 -1.613 0.0025 -0.0015 0.0088
H 2.144 3.219 -2.459 -0.0049 0.0075 -0.0124
H -4.765 -3.929 1.201 -0.0009 -0.0025 0.0013
H 2.633 3.834 2.646 -0.0020 -0.0062 0.0073
H -2.959 -3.535 -0.434 0.0082 -0.0135 0.0234
H -2.343 -0.527 1.684 -0.0321 -0.1015 -0.0445
H 4.034 2.187 -3.733 0.0042 0.0037 0.0009
H -4.021 1.096 1.274 0.0281 -0.0021 0.0072
H -3.166 5.532 0.240 -0.0006 -0.0006 -0.0045
H 2.229 2.128 4.313 -0.0104 0.0103 -0.0064
H -0.403 -2.171 2.756 0.0022 -0.0030 0.0007
H 2.396 0.484 -0.980 0.0285 -0.0311 -0.0051
H -3.004 -1.365 -3.957 0.0019 -0.0039 0.0017
H -1.084 1.461 -2.645 0.0058 0.0120 0.0096
H -2.243 -2.518 4.364 0.0005 0.0041 -0.0003
H 0.018 -4.331 -4.610 -0.0007 -0.0009 -0.0001
H 2.631 -2.410 -0.651 0.0030 0.0258 0.0004
H 4.898 4.069 -1.441 -0.0012 0.0073 0.0016
H -1.105 5.095 2.727 0.0004 -0.0051 0.0012
H 4.246 4.443 -3.031 0.0036 -0.0064 -0.0014
H 3.929 -6.089 1.098 0.0003 0.0001 0.0014
H 2.394 0.443 3.807 -0.0056 -0.0044 -0.0062
H -4.284 -0.423 0.378 0.0212 -0.0147 0.0208
H 4.434 -4.013 -0.137 -0.0007 -0.0051 -0.0043
H 3.115 4.462 0.357 0.0073 0.0019 0.0021
H -1.840 -2.945 -5.454 0.0000 -0.0011 0.0002
H -3.018 4.566 -2.035 -0.0042 0.0023 0.0050
H -2.308 3.873 3.196 0.0039 -0.0017 -0.0017
```
Positions in Å, forces in eV/Å.

C15H15ClFeI2LuO4S | ωB97M-V/def2-TZVPD

Output
E_tot = -4832.71123 a.u.
max |F| = 11.100 eV/A
multiplicity = 6
expectation value of S² = 9.04
LUMO energy (spin up / spin down) = -15.09 / -17.04 eV
orbital gap (spin up / spin down) = 0.2452 / 0.1758 Ha
charge = +4

Structure (XYZ):
```
40
Properties=species:S:1:pos:R:3:forces:R:3
Lu -0.689 1.518 0.001 3.6184 -1.0610 0.5809
I 0.428 -3.266 -0.307 0.1344 -0.4509 -0.1174
I 0.686 3.917 -0.305 0.7028 1.0596 -0.2774
Fe -0.947 -1.119 -0.080 2.3764 -0.1870 0.2543
Cl 2.559 2.042 3.143 0.0832 0.0391 -0.0046
S 0.280 0.238 -1.709 0.1949 -0.8590 0.0395
O -3.266 2.905 -1.702 4.1981 -2.6762 3.3006
O -2.600 -2.127 2.231 1.0772 1.1418 -1.5654
O -3.159 -1.983 -1.930 2.7325 1.3863 2.3198
O -2.336 2.762 2.600 2.7293 -2.3177 -5.1834
C 2.870 -0.011 4.788 0.5207 -1.1682 1.4853
C 1.747 -2.147 4.551 -0.9401 -1.5307 -0.2755
C 2.606 -1.319 5.259 1.4695 2.4286 0.6015
C -2.438 2.378 -1.079 -6.4427 3.7642 -4.8005
C -1.751 0.577 -3.675 -0.1007 0.2081 -0.1323
C 0.586 1.402 -4.085 0.6266 0.1663 0.4226
C 1.371 -0.394 2.865 1.3545 -3.3821 3.6051
C 0.651 0.137 1.818 -3.3670 1.6624 -4.0229
C -2.334 -1.582 -1.238 -3.7370 -1.9601 -3.0612
C -1.828 2.328 1.643 -5.3776 4.2267 8.7420
C -2.014 -1.638 1.390 -1.4973 -1.4887 2.1081
C 2.291 0.460 3.641 -0.1770 -0.2766 -0.6014
C -0.257 0.295 -3.465 -0.3894 -0.4733 -1.2456
C 0.137 -1.079 -3.987 0.3154 -0.3827 -0.2136
C 1.140 -1.711 3.399 -0.8982 1.3289 -1.6895
H 0.394 2.372 -3.598 -0.0585 -0.1819 -0.2479
H -0.301 0.626 2.258 1.2705 -0.1479 -0.7708
H 1.656 1.178 -3.982 -0.1865 0.0989 -0.1985
H 3.073 -1.650 6.195 -0.1848 0.0995 -0.4121
H -1.913 1.631 -3.954 0.0019 -0.3846 0.1324
H -0.403 -1.891 -3.479 -0.0130 0.2078 -0.2134
H 0.426 -2.356 2.848 0.6571 0.4153 0.5110
H 0.343 1.490 -5.146 -0.0056 -0.0479 0.0660
H 1.213 -1.255 -3.843 -0.2437 0.0180 -0.1619
H -2.110 -0.048 -4.511 0.0591 0.3101 0.3017
H 1.285 0.622 1.011 -0.6027 0.2013 1.0459
H 1.536 -3.154 4.938 0.1114 0.3971 -0.2454
H 3.529 0.638 5.359 -0.0605 -0.0880 -0.0854
H -0.087 -1.130 -5.059 0.0601 -0.0556 0.1757
H -2.371 0.343 -2.807 -0.0116 -0.0395 -0.1665
```
Positions in Å, forces in eV/Å.

C6H4O | ωB97M-V/def2-TZVPD

Output
E_tot = -306.17112 a.u.
max |F| = 3.017 eV/A
LUMO energy = 1.05 eV
SMILES string = C#Cc1ccco1
orbital gap = 0.3544 Ha
energy relative to the best compared isomer or geometry (same formula, charge and spin) = 1.100 eV

Structure (XYZ):
```
11
Properties=species:S:1:pos:R:3:forces:R:3
O 0.368 -1.217 -0.075 -0.3617 -1.8728 0.3712
C 1.745 0.494 0.030 0.8614 -1.7306 -0.4394
C -0.393 -0.113 -0.057 -1.3828 0.1680 -0.5946
C -3.075 -0.173 -0.001 3.0036 -0.2623 0.0989
C 1.668 -0.885 0.005 0.7081 0.6090 0.0493
C 0.429 0.962 -0.109 -0.4141 1.6142 1.1109
C -1.856 -0.228 -0.015 -0.4235 0.3684 -0.2224
H 2.660 1.045 0.111 0.0971 0.2779 -0.0601
H 2.422 -1.723 0.035 -1.2102 1.2346 -0.0443
H 0.147 2.010 -0.027 -0.1201 -0.4244 -0.2425
H -4.115 -0.172 0.105 -0.7577 0.0178 -0.0270
```
Positions in Å, forces in eV/Å.

C3H11BrSi2 | ωB97M-V/def2-TZVPD

Output
E_tot = -3273.91599 a.u.
max |F| = 3.825 eV/A
LUMO energy = 0.43 eV
orbital gap = 0.3678 Ha
energy relative to the best compared isomer or geometry (same formula, charge and spin) = 0.000 eV

Structure (XYZ):
```
17
Properties=species:S:1:pos:R:3:forces:R:3
Br -3.543 0.294 0.234 0.0111 0.3454 0.0863
Si 0.179 0.038 -0.051 1.1569 0.6978 0.0569
Si -1.822 -1.133 0.110 -2.2989 -1.9271 -2.3736
C -0.147 1.905 -0.273 -0.1659 -0.6476 0.0455
C 1.288 -0.593 -1.465 -0.4476 0.0338 0.3429
C 1.045 -0.216 1.636 -0.3643 -0.0660 -0.4115
H 2.091 0.114 -1.662 0.0945 0.1739 0.0670
H 0.630 0.444 2.396 -0.1120 0.0557 0.0028
H 0.735 -0.725 -2.393 -0.1050 0.0191 -0.0538
H -0.605 2.128 -1.232 -0.0897 -0.0271 -0.1793
H -0.814 2.285 0.497 -0.0926 -0.0306 0.1111
H -2.035 -1.967 1.288 0.3164 -0.1829 0.3555
H 2.110 -0.006 1.572 0.1574 0.0846 -0.1329
H -2.578 -2.259 -1.224 1.7057 1.8072 1.9898
H 0.939 -1.237 2.000 -0.0101 -0.0969 -0.0127
H 1.748 -1.547 -1.220 0.0131 -0.1572 0.0795
H 0.779 2.473 -0.213 0.2308 -0.0821 0.0265
```
Positions in Å, forces in eV/Å.